No. 1
# C17H13Br2N7O3PbS4

A structure of composition C17H13Br2N7O3PbS4 (ωB97M-V with the def2-TZVPD basis set, the Open Molecules 2025 dataset).

LUMO energy = 3.88 eV
HOMO = -1.59 eV
DFT total energy = -223089.247 eV
charge = -2
Kohn-Sham gap = 5.477 eV

Last column: natural (NBO) charge in e.
Element x y z (Å)
Pb1 -1.269 0.567 -0.542  1.33
Br1 -6.893 1.084 0.684  0.00
C1 -5.798 -0.417 1.081  -0.23
C2 -6.367 -1.490 1.762  -0.22
C3 -5.628 -2.597 2.082  -0.16
Br2 -6.476 -4.032 3.019  -0.04
C4 -4.259 -2.676 1.732  -0.13
C5 -3.404 -3.761 2.026  -0.16
C6 -2.092 -3.719 1.646  -0.26
C7 -1.616 -2.588 0.961  0.06
N1 -2.390 -1.573 0.675  -0.45
C8 -3.687 -1.583 1.038  0.17
C9 -4.448 -0.378 0.663  0.38
O1 -3.900 0.564 0.051  -0.70
H1 -7.411 -1.442 2.040  0.22
H2 -3.802 -4.618 2.554  0.21
H3 -1.421 -4.540 1.862  0.20
H4 -0.584 -2.518 0.637  0.21
O2 -0.129 0.067 1.909  -0.53
N2 1.078 0.338 2.095  0.13
N3 1.754 0.549 1.011  0.10
O3 1.255 0.445 -0.192  -0.68
C10 3.136 0.839 1.151  0.21
C11 3.904 0.904 -0.004  -0.25
C12 5.258 1.190 0.094  -0.19
C13 5.851 1.410 1.328  -0.26
C14 5.069 1.347 2.476  -0.22
C15 3.715 1.067 2.398  -0.25
H5 3.424 0.735 -0.956  0.26
H6 5.848 1.244 -0.813  0.20
H7 6.907 1.637 1.398  0.19
H8 5.516 1.527 3.447  0.20
H9 3.101 1.026 3.285  0.24
S1 -1.846 1.863 -3.314  -0.64
S2 -1.571 0.297 -4.628  -0.13
S3 -1.894 -1.414 -3.527  -0.09
S4 -0.335 -1.412 -2.168  -0.66
N4 1.357 1.364 -3.160  -0.81
C16 2.392 2.167 -3.002  0.64
N5 3.604 1.713 -3.505  -0.82
N6 2.428 3.334 -2.404  -0.68
C17 1.391 3.700 -1.658  0.44
N7 0.535 4.116 -0.998  -0.46
H10 1.474 0.394 -3.407  0.42
H11 0.387 1.625 -2.944  0.45
H12 3.538 1.202 -4.371  0.38
H13 4.297 2.444 -3.508  0.39

---

No. 2
# C17H13ClN13O5SV

A structure of composition C17H13ClN13O5SV (ωB97M-V with the def2-TZVPD basis set, the Open Molecules 2025 dataset).

LUMO energy (alpha / beta) = 4.25 / 4.10 eV
HOMO (alpha / beta) = -3.11 / -3.20 eV
DFT total energy = -96498.373 eV
multiplicity = 3
charge = -2
Kohn-Sham gap (alpha / beta) = 7.353 / 7.301 eV
energy relative to the best compared isomer or geometry (same formula, charge and spin) = 8.7 kcal/mol

Last column: Löwdin spin population.
Element x y z (Å)
V1 -0.014 -0.064 -0.402  1.87
O1 -3.338 -1.747 3.834  0.00
C1 -3.068 -3.006 3.454  0.00
C2 -3.910 -4.019 3.921  0.00
C3 -3.686 -5.338 3.569  0.00
C4 -2.616 -5.674 2.744  0.00
C5 -1.776 -4.671 2.289  0.00
C6 -1.979 -3.336 2.627  0.00
C7 -1.012 -2.324 2.070  0.00
O2 -0.015 -2.688 1.456  0.00
N1 -1.368 -1.042 2.347  0.00
N2 -0.649 -0.102 1.717  0.00
C8 -0.562 1.038 2.304  0.02
C9 0.214 2.092 1.690  0.00
C10 0.448 3.315 2.311  0.00
C11 1.268 4.237 1.688  0.00
C12 1.846 3.921 0.469  0.00
C13 1.555 2.691 -0.095  0.00
N3 0.749 1.815 0.494  0.00
H1 -2.624 -1.176 3.406  0.00
H2 -4.741 -3.738 4.556  0.00
H3 -4.356 -6.108 3.935  0.00
H4 -2.445 -6.703 2.456  0.00
H5 -0.936 -4.886 1.641  0.00
H6 -1.008 1.188 3.283  0.00
H7 -0.012 3.522 3.268  0.00
H8 1.459 5.198 2.151  0.00
H9 2.501 4.610 -0.045  0.00
H10 1.970 2.386 -1.047  0.00
N4 -0.531 2.619 -2.632  0.00
C14 -1.528 2.416 -1.689  0.00
N5 -2.551 3.234 -1.531  0.00
N6 -3.231 2.713 -0.489  0.00
N7 -2.646 1.647 -0.056  0.00
N8 -1.546 1.423 -0.805  0.00
C15 0.287 1.588 -3.074  0.01
N9 0.908 1.611 -4.237  0.00
N10 1.631 0.470 -4.245  0.01
N11 1.450 -0.186 -3.152  0.00
N12 0.593 0.503 -2.368  0.00
H11 -0.775 3.282 -3.350  0.00
Cl1 3.441 -3.928 -1.451  0.00
C16 2.202 -2.690 -1.095  0.00
C17 2.752 -1.446 -0.409  0.01
O3 3.937 -1.259 -0.222  0.01
O4 1.802 -0.642 -0.047  0.02
H12 1.440 -3.135 -0.458  0.00
H13 1.758 -2.381 -2.040  0.00
O5 -2.359 -3.576 -1.602  0.07
S1 -2.405 -2.247 -0.992  0.05
N13 -1.158 -1.454 -0.944  -0.08

---

No. 3
# C17H13ClN2O3

An isolated molecule of C17H13ClN2O3 (ωB97M-V with the def2-TZVPD basis set, the Open Molecules 2025 dataset).

SMILES = N#C/C(=C/c1ccc(O)c(O)c1)C(=O)NCc1ccc(Cl)cc1
LUMO energy = -0.40 eV
HOMO = -8.57 eV
DFT total energy = -39485.056 eV
Kohn-Sham gap = 8.168 eV
energy relative to the best compared isomer or geometry (same formula, charge and spin) = 26.2 kcal/mol

Last column: natural (NBO) charge in e.
Element x y z (Å)
N1 -0.813 -4.482 1.709  -0.31
C1 -0.987 -3.500 1.139  0.26
C2 -1.158 -2.289 0.435  -0.28
C3 -2.211 -1.507 0.763  -0.02
C4 -2.609 -0.198 0.301  -0.13
C5 -2.182 0.386 -0.894  -0.18
C6 -2.614 1.649 -1.248  -0.28
C7 -3.473 2.360 -0.427  0.24
O1 -3.932 3.615 -0.723  -0.68
C8 -3.924 1.785 0.773  0.30
O2 -4.773 2.463 1.584  -0.67
C9 -3.499 0.518 1.115  -0.23
C10 -0.070 -2.045 -0.570  0.67
O3 -0.258 -1.721 -1.725  -0.62
N2 1.162 -2.270 -0.062  -0.59
C11 2.366 -2.038 -0.831  -0.25
C12 3.053 -0.765 -0.405  -0.03
C13 2.345 0.432 -0.411  -0.20
C14 2.945 1.611 -0.010  -0.21
C15 4.270 1.593 0.398  -0.04
Cl1 5.029 3.063 0.899  0.01
C16 4.992 0.411 0.409  -0.22
C17 4.377 -0.763 0.011  -0.20
H1 -2.841 -1.893 1.560  0.22
H2 -1.541 -0.158 -1.566  0.26
H3 -2.284 2.089 -2.179  0.21
H4 -3.571 3.902 -1.569  0.49
H5 -4.963 3.319 1.176  0.49
H6 -3.859 0.098 2.041  0.22
H7 1.269 -2.516 0.910  0.41
H8 2.049 -1.959 -1.877  0.25
H9 3.037 -2.894 -0.723  0.21
H10 1.316 0.441 -0.738  0.22
H11 2.394 2.538 -0.016  0.23
H12 6.022 0.410 0.729  0.23
H13 4.938 -1.685 0.021  0.22